--- a ---
{"formula": "CH3NO2P", "method": "ωB97M-V with the def2-TZVPD basis set", "gap_ev": 7.3, "lumo_energy_ev": 4.8, "charge": -1, "symbols": ["C", "O", "P", "H", "O", "H", "H", "N"], "xyz": [[-2.1799, -0.6100, 0.6923], [-1.9228, -0.6986, -0.4595], [0.1414, 0.9566, 0.0870], [1.8892, -0.3820, 0.5291], [-0.5763, 0.4767, 1.3277], [-0.6695, 0.4167, -0.9534], [1.9951, 0.1607, -0.9651], [1.3227, -0.3201, -0.2582]]}

***

--- b ---
{"formula": "CH3NO2P", "method": "ωB97M-V with the def2-TZVPD basis set", "gap_ev": [7.2, 7.2], "lumo_energy_ev": [4.2, 4.2], "charge": -1, "symbols": ["H", "N", "P", "O", "C", "H", "H", "O"], "xyz": [[-1.3101, 1.3267, -0.4621], [0.5596, -1.8663, -0.0868], [0.9054, 0.9487, -0.6276], [1.4701, 1.8932, 0.4036], [0.2124, -0.7435, 0.1257], [0.1738, -2.7219, 0.3380], [-1.4304, -0.2922, 1.4680], [-0.5807, 1.4553, -1.1588]]}

***

Most stable to least stable, the ends of the list are a and b.

***

--- a ---
{"formula": "C4H12NOS2", "method": "ωB97M-V with the def2-TZVPD basis set", "gap_ev": 9.4, "lumo_energy_ev": -3.2, "smiles": "CSSC[C@@H]([NH3+])CO", "charge": 1, "symbols": ["H", "H", "C", "C", "S", "H", "H", "N", "H", "H", "H", "C", "O", "S", "H", "H", "H", "H", "H", "C"], "xyz": [[0.8687, -2.2773, -1.2029], [-2.9547, 1.8357, 0.0939], [0.7434, 0.7215, 0.2640], [-3.0004, 0.8282, -0.3358], [-2.1496, -0.3605, 0.7420], [-0.4111, -1.3897, -0.5941], [1.4749, 1.3891, 0.7196], [0.5183, -1.3427, -0.9956], [1.6759, -1.3495, 0.7018], [0.3815, 1.1543, -0.6662], [3.2835, 0.4413, -0.2269], [1.4632, -0.5943, -0.0351], [2.3784, 0.2253, -2.0727], [-0.5343, 0.5367, 1.5695], [3.4039, -1.1747, -0.8706], [-2.7024, 0.8190, -1.3752], [-4.0323, 0.4866, -0.2157], [3.0682, 0.0441, -2.7200], [0.5907, -0.7661, -1.8284], [2.7368, -0.3177, -0.8107]]}

***

--- b ---
{"formula": "C4H12NOS2", "method": "ωB97M-V with the def2-TZVPD basis set", "gap_ev": 9.3, "lumo_energy_ev": -3.9, "charge": 1, "symbols": ["H", "H", "N", "H", "H", "C", "S", "H", "H", "C", "H", "C", "H", "S", "H", "H", "H", "O", "H", "C"], "xyz": [[-1.6231, 0.8585, -2.6149], [0.8090, -1.1501, 4.2133], [0.0999, -1.1370, -0.6362], [-2.3883, -0.4598, -1.4602], [2.8772, 0.7050, -0.8046], [-0.3549, 0.0087, 2.8076], [2.3229, 1.2725, -1.8504], [1.4059, 0.4870, 3.9297], [0.8490, -1.7048, -0.6851], [-0.4590, -0.6635, -1.6505], [-2.4127, 1.0910, 3.6849], [0.9799, -0.4197, 3.2924], [-0.0590, -0.8216, -2.7010], [-1.0903, 1.2033, 4.0056], [-1.3131, 0.7937, -0.7356], [1.6071, -0.8422, 2.5783], [-0.2863, -0.7445, 0.2813], [-0.8952, -0.2507, 1.7367], [3.2083, 2.3566, -1.9409], [-1.5342, 0.2452, -1.6260]]}

***

Most stable to least stable, the ends of the list are a and b.

***

--- a ---
{"formula": "Cl2H3N3", "method": "ωB97M-V with the def2-TZVPD basis set", "gap_ev": [8.4, 8.4], "lumo_energy_ev": [-1.5, -1.5], "symbols": ["H", "N", "H", "Cl", "Cl", "N", "N", "H"], "xyz": [[0.8332, -1.1949, 0.5962], [-0.0743, 0.1103, -0.6549], [0.2971, 0.9416, -0.1766], [-1.1431, -2.0233, 2.2684], [-0.2781, 0.7581, 2.7753], [-0.9979, -0.6990, 1.2708], [-0.0720, -0.9221, 0.2783], [-1.0484, 0.0636, -0.9843]]}

***

--- b ---
{"formula": "Cl2H3N3", "method": "ωB97M-V with the def2-TZVPD basis set", "gap_ev": [9.2, 9.2], "lumo_energy_ev": [-0.4, -0.4], "symbols": ["H", "N", "H", "Cl", "Cl", "N", "N", "H"], "xyz": [[1.0856, 0.4683, 0.9108], [1.4758, -0.4072, -0.6823], [-1.8489, -0.4846, -0.1958], [2.8672, -0.8210, 0.1895], [-2.9736, -1.1382, 0.1173], [-0.3554, 0.8424, -0.5285], [0.7304, 0.2967, 0.0287], [-0.9810, 1.2436, 0.1604]]}

***

Most stable to least stable, the ends of the list are b and a.

***

--- a ---
{"formula": "C6H9N2O2", "method": "ωB97M-V with the def2-TZVPD basis set", "gap_ev": [5.4, 5.4], "lumo_energy_ev": [3.9, 3.9], "charge": -1, "symbols": ["H", "C", "C", "H", "H", "N", "H", "O", "C", "O", "H", "C", "H", "N", "C", "H", "H", "H", "C"], "xyz": [[1.6913, -0.7993, -0.8351], [0.2690, 0.5655, -2.1345], [1.1922, -1.5311, 2.2229], [1.6256, 0.9565, -0.5485], [-1.9361, 0.5399, -1.8390], [-1.3711, -0.1494, 1.5980], [0.7419, 0.0938, -3.1868], [0.6567, -1.1096, 3.1838], [0.9980, 0.1454, -0.8384], [2.1374, -2.0063, 1.6883], [0.1552, 1.3057, 1.5317], [-0.3919, -0.0066, -0.1765], [0.2397, 1.7300, -2.2694], [-0.8713, -1.1387, 0.6285], [-0.9997, -0.0398, -1.5632], [-0.9981, -1.1029, -1.8494], [-1.2321, 1.9495, 0.7498], [-1.1879, -0.3816, 2.6607], [-0.7190, 0.9789, 0.9772]]}

***

--- b ---
{"formula": "C6H9N2O2", "method": "ωB97M-V with the def2-TZVPD basis set", "gap_ev": 8.3, "lumo_energy_ev": 3.8, "charge": -1, "symbols": ["H", "N", "N", "C", "C", "H", "C", "O", "H", "H", "C", "H", "O", "H", "C", "H", "H", "H", "C"], "xyz": [[0.1618, -2.6117, -0.9526], [-0.5287, -1.1349, 0.5064], [1.5093, -1.9679, 0.4792], [-2.1407, 1.3985, -1.3387], [1.4438, -1.0249, 1.4459], [2.8789, -1.4260, 2.9305], [0.1680, -0.4727, 1.4612], [-3.3364, 1.0854, -1.2224], [-1.3890, -0.7362, 0.1574], [-1.2863, 0.9980, -3.2384], [2.5967, -0.5859, 2.2906], [-0.1732, 0.4300, 1.9371], [-1.2411, 1.3389, -0.4410], [3.4501, -0.3974, 1.6343], [0.2936, -2.0117, -0.0713], [-0.7758, 2.5666, -2.5047], [2.3907, 0.3099, 2.8658], [-2.4228, 2.3506, -3.2466], [-1.5988, 1.8915, -2.6928]]}

***

Most stable to least stable, the ends of the list are b and a.

***

--- a ---
{"formula": "CH4N4O2", "method": "ωB97M-V with the def2-TZVPD basis set", "gap_ev": 10.1, "lumo_energy_ev": 0.5, "smiles": "O=[N+]([O-])N1CNN1", "symbols": ["H", "H", "N", "O", "H", "N", "C", "N", "N", "H", "O"], "xyz": [[1.3844, -1.4021, -0.5108], [-1.9349, 0.0534, -0.5673], [0.5032, 1.6225, 0.0502], [-0.3098, 2.5388, 0.0256], [0.7948, -0.7623, 1.2790], [-0.7000, -1.4458, 0.1222], [0.6426, -0.9665, 0.2386], [-1.2505, -0.0698, 0.1715], [0.0709, 0.3736, -0.2483], [-0.8834, -1.7447, -0.7463], [1.6826, 1.8030, 0.1856]]}

***

--- b ---
{"formula": "CH4N4O2", "method": "ωB97M-V with the def2-TZVPD basis set", "gap_ev": [9.6, 9.6], "lumo_energy_ev": [0.3, 0.3], "smiles": "NN/C=N/[N+](=O)[O-]", "symbols": ["O", "H", "O", "N", "N", "H", "N", "C", "H", "H", "N"], "xyz": [[-1.5331, -2.8308, -0.4712], [1.4344, 1.9064, 1.8326], [-0.4930, -2.0048, -2.1488], [1.3811, 1.0279, 1.3987], [-0.4763, -0.9482, -0.2285], [1.1146, 0.2953, 1.9462], [0.3223, 1.1911, 0.3694], [-0.2946, 0.2680, -0.4704], [0.1961, 2.1791, 0.0061], [-0.7930, 0.8995, -1.2260], [-0.8585, -1.9835, -1.0080]]}

***

Most stable to least stable, the ends of the list are b and a.

***

--- a ---
{"formula": "C5H7NS2", "method": "ωB97M-V with the def2-TZVPD basis set", "gap_ev": 8.3, "lumo_energy_ev": -0.1, "smiles": "S=C1C=C[C@H](S)CN1", "symbols": ["H", "C", "H", "H", "H", "H", "C", "N", "C", "S", "H", "S", "H", "C", "C"], "xyz": [[1.2557, 2.1340, 0.3589], [-1.3396, -0.0178, -0.4329], [-2.8925, 0.2531, 1.3347], [-0.8023, -1.2174, 1.2740], [1.3608, -1.9674, -0.1248], [-1.0110, -2.1357, -0.2122], [-0.6047, 1.2535, -0.1115], [0.8121, -1.1304, -0.0994], [1.5067, 0.0148, 0.0337], [-3.0975, 0.0264, 0.0410], [-1.1627, 2.1792, -0.1485], [3.1605, 0.0426, 0.0115], [-1.3494, -0.1397, -1.5263], [-0.6219, -1.2066, 0.1771], [0.7109, 1.2400, 0.1505]]}

***

--- b ---
{"formula": "C5H7NS2", "method": "ωB97M-V with the def2-TZVPD basis set", "gap_ev": 9.0, "lumo_energy_ev": 0.2, "symbols": ["C", "H", "H", "N", "C", "C", "S", "H", "H", "H", "H", "S", "C", "H", "C"], "xyz": [[-0.1332, 0.2857, 1.0250], [-0.5557, 0.6396, 1.9339], [2.0504, 1.5642, 0.9325], [2.2647, -0.8161, 0.6857], [0.3268, -0.4345, -0.8416], [-0.3498, 0.8556, -0.4038], [-1.9809, 1.2826, -0.9084], [-2.8048, 0.6740, 0.4724], [2.3860, -0.0047, -1.3281], [0.0109, -0.7377, -1.8985], [0.0535, 1.7457, -0.7166], [-0.3691, -1.3800, 0.5333], [1.6853, -0.2232, -0.4878], [1.8398, -1.7684, 1.0271], [1.5988, 0.3762, 0.8380]]}

***

Most stable to least stable, the ends of the list are a and b.